(1)
ORCA calculation (ωB97M-V/def2-TZVPD) on a 11-piece molecular cluster, C87H153F4N7O7 overall in a non-equilibrium geometry.

Last column: Löwdin charge in e.
Cartesian coordinates (Å):
C 19.9458 27.7538 16.3457  -0.042
C 19.8871 26.2350 16.0741  -0.528
C 20.6993 25.9257 14.8326  -0.027
C 20.5502 25.5671 17.3049  -0.144
C 20.2150 24.1070 17.3875  -0.167
C 18.6516 23.8947 17.3742  -0.108
C 18.0178 24.5126 16.1463  -0.523
C 18.4075 23.6188 14.9072  -0.017
C 16.5474 24.4841 16.3308  -0.037
N 18.4328 25.9267 16.0952  -0.078
O 17.8667 26.5033 14.9402  -0.022
H 20.9277 27.9984 16.7501  0.079
H 19.7296 28.2965 15.4009  0.087
H 19.1921 28.0130 17.0945  0.089
H 20.3430 26.5810 13.9839  0.103
H 21.6925 26.2294 15.0733  0.078
H 20.6021 24.8740 14.5439  0.063
H 21.6510 25.7533 17.2105  0.131
H 20.2354 26.1121 18.2022  0.121
H 20.6374 23.6054 16.5175  0.091
H 20.6477 23.6186 18.2350  0.083
H 18.3112 24.2357 18.3457  0.123
H 18.4150 22.8341 17.3194  0.107
H 17.9573 22.6583 15.0443  0.036
H 19.4806 23.4485 14.6938  0.072
H 18.0083 23.9251 13.9165  0.092
H 16.0449 24.9149 15.4824  0.073
H 16.2604 25.0439 17.2024  0.091
H 16.2620 23.4004 16.3823  0.091
H 18.2147 26.0044 14.2088  0.062
C 16.2121 10.3895 15.4995  -0.027
C 15.8201 11.0283 14.1436  -0.485
C 17.0844 11.0720 13.2580  -0.025
C 14.6755 10.2405 13.4672  -0.114
C 14.1733 11.0485 12.2182  -0.161
C 13.6661 12.4443 12.6223  -0.131
C 14.6910 13.2459 13.3877  -0.526
C 15.7302 13.8497 12.4385  -0.022
C 14.0770 14.4141 14.1364  -0.036
N 15.2967 12.4273 14.4527  -0.085
O 16.3090 13.1512 15.1379  -0.075
H 16.7037 9.4307 15.3158  0.088
H 16.8768 11.0476 16.0340  0.067
H 15.2923 10.3904 16.0629  0.078
H 17.7171 11.8785 13.6219  0.069
H 17.5633 10.1159 13.4248  0.076
H 16.8903 11.1869 12.1810  0.069
H 15.0164 9.2407 13.1855  0.120
H 13.8718 10.1655 14.2182  0.118
H 15.0235 11.0950 11.4910  0.101
H 13.3524 10.5349 11.7047  0.106
H 12.8262 12.2437 13.2882  0.121
H 13.2308 13.0001 11.7858  0.115
H 16.6838 14.2051 12.8838  0.076
H 15.2536 14.7709 12.0083  0.076
H 16.0311 13.1449 11.6693  0.069
H 14.9313 14.8960 14.6383  0.070
H 13.3136 14.1013 14.8114  0.086
H 13.6248 15.0719 13.4204  0.054
H 15.8103 13.4275 15.9394  0.124
C 24.3584 14.2227 13.9092  -0.050
C 23.0908 15.0007 13.6461  -0.532
C 23.4264 16.4645 14.0227  -0.013
C 22.6495 14.9015 12.1884  -0.132
C 21.2518 15.4295 11.9970  -0.190
C 20.2590 14.6513 12.8372  -0.097
C 20.7054 14.7707 14.3547  -0.499
C 20.4632 16.2107 14.8514  0.008
C 19.8837 13.7940 15.1615  -0.030
N 22.0835 14.3347 14.4611  -0.071
O 22.4448 14.5189 15.8513  -0.042
H 24.2506 13.1058 13.8790  0.105
H 25.1064 14.5974 13.1531  0.100
H 24.7865 14.5457 14.8604  0.076
H 24.2419 16.6174 13.3496  0.077
H 22.7046 17.1842 13.6643  0.050
H 23.6603 16.6103 15.0795  0.076
H 23.3512 15.3625 11.4896  0.129
H 22.6560 13.8788 11.8664  0.115
H 21.2605 16.5055 12.1174  0.088
H 20.9974 15.2553 10.9520  0.107
H 20.4426 13.5839 12.6340  0.125
H 19.1920 14.8331 12.7475  0.097
H 20.6542 16.9649 14.0624  0.068
H 21.1696 16.5066 15.6072  0.058
H 19.4385 16.2567 15.1974  0.052
H 18.8188 13.9377 14.9101  0.076
H 20.1107 14.0660 16.1390  0.026
H 20.1620 12.7385 14.9459  0.110
H 22.7473 13.6708 16.1951  0.109
C 14.3795 17.4738 10.5721  -0.030
C 12.8427 17.3857 10.6254  -0.502
C 12.2013 18.4286 9.7300  -0.018
C 12.4290 15.9770 10.1792  -0.122
C 10.9556 15.6301 10.5368  -0.155
C 10.8269 15.7972 12.0324  -0.174
C 11.0470 17.2134 12.4928  -0.509
C 9.8646 18.0583 12.1022  -0.014
C 11.1380 17.1655 14.0674  -0.011
N 12.4427 17.5119 12.0695  -0.054
O 12.8722 18.7500 12.6732  -0.052
H 14.7528 16.7361 11.2717  0.049
H 14.8026 17.3054 9.5662  0.105
H 14.6390 18.4398 10.9262  0.059
H 11.1724 18.2210 9.4555  0.072
H 12.2876 19.4422 10.1388  0.064
H 12.7959 18.4984 8.7877  0.104
H 12.5970 15.9198 9.0821  0.129
H 13.1118 15.2188 10.6408  0.111
H 10.2720 16.3211 10.0658  0.090
H 10.7791 14.6050 10.2471  0.109
H 11.4715 15.0686 12.5401  0.112
H 9.8345 15.4462 12.3305  0.124
H 9.6835 18.0165 11.0227  0.072
H 10.0319 19.1140 12.3025  0.069
H 9.0040 17.6621 12.6269  0.095
H 11.1164 18.1592 14.4901  0.075
H 12.0261 16.6216 14.3753  0.052
H 10.2587 16.5645 14.3570  0.094
H 12.3349 19.4617 12.2890  0.045
C 17.1899 17.7283 20.8245  -0.019
C 17.7528 16.3536 20.3835  -0.507
C 16.8678 15.1917 20.9094  -0.019
C 17.7080 16.3955 18.8111  -0.122
C 18.3709 15.1137 18.2486  -0.170
C 19.7875 14.9776 18.7476  -0.124
C 19.9013 15.0694 20.2904  -0.480
C 19.4973 13.7740 21.0171  -0.026
C 21.4135 15.1829 20.5935  -0.025
N 19.1409 16.2522 20.7296  -0.094
O 19.2501 16.3079 22.1319  -0.008
H 16.8561 17.7450 21.8630  0.085
H 18.0340 18.4026 20.5672  0.084
H 16.3194 18.0054 20.2307  0.064
H 17.0611 14.8511 21.9135  0.081
H 15.8227 15.5397 20.7918  0.091
H 16.8014 14.4142 20.1537  0.055
H 16.6418 16.5997 18.5240  0.128
H 18.1704 17.3190 18.4603  0.081
H 17.7292 14.2731 18.5720  0.103
H 18.3359 15.0561 17.1711  0.077
H 20.3289 15.7749 18.2035  0.108
H 20.2347 14.0751 18.3550  0.114
H 18.6662 13.2427 20.5648  0.074
H 19.3221 14.0292 22.0466  0.080
H 20.3041 13.0804 20.8078  0.079
H 21.4709 15.3618 21.6611  0.079
H 21.9173 16.0306 20.0620  0.074
H 21.8989 14.2560 20.2864  0.083
H 19.2693 17.2271 22.2970  0.079
C 21.2484 20.5040 16.9004  -0.006
C 21.3119 19.8470 18.2650  -0.541
C 20.0891 20.2827 19.0423  -0.031
C 21.3100 18.3389 18.1426  -0.111
C 22.6760 17.8063 17.5449  -0.161
C 23.8040 18.3069 18.4251  -0.147
C 23.8571 19.8396 18.5816  -0.511
C 24.8138 20.1870 19.7232  -0.051
C 24.3712 20.4566 17.2912  -0.030
N 22.4780 20.2912 19.0601  -0.063
O 22.5046 21.7083 19.0314  -0.058
H 22.0233 20.1659 16.2326  0.062
H 20.2470 20.2989 16.5220  0.079
H 21.3237 21.5677 17.0702  0.062
H 19.1376 19.8534 18.6855  0.074
H 20.2594 19.9560 20.0778  0.091
H 20.0526 21.3901 19.0928  0.080
H 21.1075 17.8107 19.0573  0.090
H 20.4517 18.1551 17.4913  0.103
H 22.7165 16.7214 17.6697  0.097
H 22.7953 18.0418 16.4907  0.081
H 24.8400 18.0226 18.1805  0.123
H 23.6943 17.7524 19.4057  0.130
H 25.8097 19.6960 19.6414  0.094
H 24.3578 19.8301 20.6738  0.094
H 24.9415 21.2680 19.7498  0.074
H 24.2788 21.5363 17.2870  0.083
H 23.8675 19.9736 16.4098  0.081
H 25.4404 20.2415 17.2598  0.087
H 22.5215 21.9934 19.9575  0.116
C 14.0883 22.0556 11.8392  -0.002
C 13.0634 22.7845 12.7479  -0.517
C 13.3179 22.3843 14.2235  -0.017
C 13.3502 24.2536 12.6475  -0.139
C 12.7016 24.9459 11.4064  -0.159
C 11.2285 24.6103 11.3574  -0.153
C 10.9374 23.0967 11.3736  -0.530
C 9.4399 22.8457 11.5625  -0.035
C 11.3233 22.4715 10.0591  -0.021
N 11.6100 22.5731 12.6043  -0.071
O 11.2916 21.1958 12.7598  -0.056
H 15.0016 22.3790 12.2706  0.058
H 14.1210 22.4222 10.7922  0.084
H 13.9289 20.9614 11.8613  0.070
H 12.4295 22.7130 14.7674  0.096
H 14.2332 22.8740 14.5564  0.073
H 13.4512 21.2903 14.2901  0.077
H 12.8887 24.7774 13.5062  0.130
H 14.4465 24.4155 12.7269  0.127
H 13.1528 24.6336 10.4303  0.114
H 12.7962 26.0320 11.4959  0.110
H 10.6864 25.0466 10.4985  0.129
H 10.6835 25.0189 12.1814  0.108
H 8.9181 23.2795 10.6895  0.094
H 9.3645 21.7527 11.6368  0.073
H 9.0417 23.2038 12.5211  0.092
H 11.3369 21.3953 10.2056  0.067
H 10.5749 22.8532 9.3317  0.107
H 12.3427 22.7048 9.8090  0.056
H 11.1867 21.0916 13.7004  0.099
F 18.1562 19.9255 8.2324  0.020
C 18.1145 18.6748 8.8361  -0.244
C 17.6780 18.5897 10.1397  -0.023
C 17.7310 17.3536 10.7602  -0.077
C 18.0689 16.2077 10.0576  -0.097
C 18.4330 16.3141 8.7346  -0.077
C 18.5112 17.5745 8.1116  -0.011
H 17.3605 19.4352 10.6681  0.088
H 17.5386 17.3542 11.8307  0.100
H 18.0341 15.2501 10.5733  0.095
H 18.5336 15.4709 8.0507  0.108
H 18.7679 17.6862 7.0672  0.116
F 11.2203 15.9184 18.0027  0.057
C 12.0967 16.9229 18.1612  -0.271
C 13.0508 17.1504 17.1542  0.017
C 13.9782 18.1832 17.3994  -0.070
C 13.9134 18.9060 18.5565  -0.101
C 12.8911 18.6925 19.5081  -0.086
C 12.0103 17.6926 19.3089  -0.040
H 13.0379 16.5424 16.2861  0.078
H 14.7040 18.3973 16.6082  0.086
H 14.6349 19.6812 18.8289  0.106
H 12.8447 19.3036 20.4018  0.109
H 11.2215 17.4162 20.0008  0.123
F 16.3108 21.2478 15.2729  0.020
C 16.5049 19.8912 15.1753  -0.289
C 15.7141 19.2458 14.2617  -0.016
C 15.8665 17.8799 14.1219  -0.058
C 16.8113 17.2136 14.9024  -0.078
C 17.5402 17.8933 15.8387  -0.102
C 17.3891 19.2482 15.9806  -0.030
H 15.1124 19.7411 13.5650  0.079
H 15.2830 17.3646 13.3546  0.096
H 16.8276 16.0715 14.8252  0.120
H 18.1172 17.3128 16.5810  0.080
H 17.7633 19.8146 16.7776  0.098
F 21.3982 18.8887 12.8048  0.057
C 20.4321 19.7208 12.3909  -0.259
C 20.5887 20.4133 11.1846  -0.006
C 19.6829 21.3624 10.8054  -0.095
C 18.5636 21.6237 11.5560  -0.110
C 18.3908 20.9390 12.7422  -0.088
C 19.3046 19.9480 13.1596  0.015
H 21.4856 20.2313 10.6803  0.104
H 19.7613 21.8066 9.8345  0.107
H 17.7595 22.3022 11.2470  0.114
H 17.4866 21.1922 13.3661  0.097
H 19.1419 19.4526 14.1102  0.095

- gap between HOMO and LUMO (eV) = 9.026
- M (g mol⁻¹) = 1485.215
- HOMO level (eV) = -8.5
- LUMO level (hartree) = 0.019
- SMILES = CC1(C)CCCC(C)(C)N1O.CC1(C)CCCC(C)(C)N1O.CC1(C)CCCC(C)(C)N1O.CC1(C)CCCC(C)(C)N1O.CC1(C)CCCC(C)(C)N1O.CC1(C)CCCC(C)(C)N1O.CC1(C)CCCC(C)(C)N1O.Fc1ccccc1.Fc1ccccc1.Fc1ccccc1.Fc1ccccc1
- max |F| (eV/A) = 2.7
- E (eV) = -128325.2000

(2)
ORCA calculation (ωB97M-V/def2-TZVPD) on a 2-piece molecular cluster, CH2N2OS overall.

Last column: natural (NBO) charge in e.
Cartesian coordinates (Å):
O 0.6180 0.2824 0.3582  -0.375
N 1.6504 -0.3392 0.1085  -0.142
S 3.1240 0.2293 -0.0945  0.146
H 1.5418 -1.3724 0.0259  0.376
C -2.2102 0.6561 -0.0464  0.082
N -3.0789 -0.0807 -0.0482  -0.324
H -1.3907 1.3226 -0.0460  0.236

- gap between HOMO and LUMO (eV) = 8.668
- M (g mol⁻¹) = 90.107
- HOMO level (eV) = -10.2
- LUMO level (hartree) = -0.057
- SMILES = [O-][NH+]=S.C#N
- max |F| (eV/A) = 0.8
- E (eV) = -16928.8555

(3)
ORCA calculation (ωB97M-V/def2-TZVPD) on one molecule with the formula C5H8O.

Last column: natural (NBO) charge in e.
Cartesian coordinates (Å):
C -1.1341 1.7935 0.9420  -0.644
C -0.6689 0.9042 -0.1490  -0.210
C -0.9564 -0.3419 -0.5421  -0.294
C -0.0143 -0.7044 -1.4397  0.320
O 1.1443 -1.2549 -1.1186  -0.464
C 1.2543 -1.7589 0.2209  -0.273
H -0.2860 1.8917 1.6349  0.213
H -1.3150 2.7878 0.5191  0.214
H -2.0097 1.4291 1.4773  0.215
H 0.1738 1.3698 -0.6748  0.135
H -0.0416 -0.4227 -2.4920  0.186
H 0.4300 -2.4611 0.3867  0.203
H 2.2232 -2.2561 0.2530  0.198
H 1.2005 -0.9761 0.9822  0.201

- gap between HOMO and LUMO (spin up / spin down) (eV) = 9.400 / 9.400
- M (g mol⁻¹) = 84.118
- HOMO level (spin up / spin down) (eV) = -8.5 / -8.5
- LUMO level (spin up / spin down) (hartree) = 0.033 / 0.033
- SMILES = CC=C=COC
- max |F| (eV/A) = 0.8
- E (eV) = -7358.2300

(4)
ORCA calculation (ωB97M-V/def2-TZVPD) on C32H38BrF4NNiPSi3 as an isolated structure in a non-equilibrium geometry.

Last column: Löwdin charge in e.
Cartesian coordinates (Å):
Ni 0.0523 -0.0229 0.3742  0.267
C -0.4371 2.9388 2.0831  -0.171
Si -1.7062 1.6029 1.6131  0.418
C -2.2287 2.0315 -0.1660  -0.159
C -3.1499 1.8964 2.8122  -0.162
C -1.2699 -0.2413 1.9269  -0.509
Si -2.6761 -1.4856 1.7368  0.405
C -3.9613 -0.9099 0.4766  -0.170
C -3.4890 -1.7207 3.4253  -0.162
C -2.1110 -3.1969 1.1594  -0.200
Si -0.0193 -0.5137 3.2836  0.446
C -0.3870 0.4646 4.8595  -0.158
C 0.3247 -2.2768 3.8669  -0.169
C 1.6352 0.2222 2.6166  -0.299
C 2.7836 0.3160 3.3950  -0.042
C 3.8793 1.0263 2.9315  -0.030
C 3.7987 1.6557 1.6984  -0.024
C 2.6443 1.5007 0.9533  -0.106
N 1.6080 0.7792 1.3875  -0.052
H -0.9888 3.8441 2.3459  0.044
H 0.2386 3.1929 1.2640  0.022
H 0.1755 2.6671 2.9438  0.017
H -2.2781 3.1185 -0.2601  0.047
H -3.2102 1.6265 -0.4129  0.028
H -1.5254 1.6791 -0.9231  -0.019
H -3.5080 2.9266 2.7371  0.039
H -2.8156 1.7279 3.8372  0.029
H -3.9912 1.2306 2.6198  0.013
H -4.4991 -0.0172 0.7996  0.026
H -4.7020 -1.6997 0.3303  0.042
H -3.5183 -0.6960 -0.4988  0.000
H -3.8980 -0.7939 3.8305  0.026
H -2.7837 -2.1245 4.1548  0.020
H -4.3119 -2.4351 3.3375  0.039
H -1.7971 -3.2059 0.1125  0.012
H -2.9598 -3.8801 1.2463  0.040
H -1.3000 -3.6050 1.7644  0.005
H -1.3210 0.1004 5.2956  0.040
H -0.4924 1.5366 4.6940  0.021
H 0.4029 0.3131 5.5995  0.037
H -0.5718 -2.7061 4.3173  0.032
H 1.0971 -2.2512 4.6383  0.039
H 0.6621 -2.9570 3.0841  -0.013
H 2.8132 -0.1665 4.3638  0.113
H 4.7724 1.1104 3.5373  0.119
H 4.6079 2.2540 1.3048  0.115
H 2.5404 1.9825 -0.0080  0.095
F 2.5114 -5.5092 -3.3907  0.173
C 2.1427 -4.2889 -3.0655  -0.127
C 2.0717 -3.2933 -4.0253  -0.126
F 2.3942 -3.5589 -5.2777  0.162
C 1.6623 -2.0180 -3.6703  -0.205
F 1.6598 -1.1038 -4.6317  0.130
C 1.3063 -1.6829 -2.3669  -0.284
P 0.6639 -0.0049 -1.9024  1.096
C 2.0855 1.0552 -2.3131  -0.382
C 3.3908 0.5735 -2.2837  -0.085
C 4.4548 1.4436 -2.4692  -0.060
C 4.2236 2.7962 -2.6714  -0.060
C 2.9241 3.2862 -2.6829  -0.059
C 1.8585 2.4207 -2.4958  -0.115
C -0.5811 0.3153 -3.1997  -0.358
C -1.8594 -0.1811 -2.9422  -0.110
C -2.8800 -0.0071 -3.8613  -0.058
C -2.6302 0.6705 -5.0451  -0.055
C -1.3635 1.1771 -5.3015  -0.053
C -0.3405 1.0092 -4.3823  -0.084
C 1.4375 -2.6942 -1.4162  -0.511
Br 1.1334 -2.3699 0.4208  1.072
C 1.8391 -3.9753 -1.7523  -0.252
F 1.9434 -4.9120 -0.8171  0.103
H 3.5784 -0.4777 -2.1005  0.112
H 5.4658 1.0577 -2.4545  0.114
H 5.0578 3.4702 -2.8148  0.113
H 2.7424 4.3415 -2.8373  0.115
H 0.8451 2.8065 -2.4806  0.114
H -2.0526 -0.7097 -2.0135  0.082
H -3.8693 -0.3917 -3.6510  0.114
H -3.4224 0.8074 -5.7691  0.114
H -1.1611 1.7014 -6.2260  0.114
H 0.6396 1.4078 -4.5987  0.105

- charge = +1
- gap between HOMO and LUMO (spin up / spin down) (eV) = 8.081 / 6.966
- M (g mol⁻¹) = 766.484
- HOMO level (spin up / spin down) (eV) = -10.8 / -11.0
- LUMO level (spin up / spin down) (hartree) = -0.101 / -0.148
- spin multiplicity = 3
- max |F| (eV/A) = 1.7
- E (eV) = -190165.1310

> The lowest M belongs to which entry?

C5H8O

> Which value of E does entry 1 give?

-128325.2000 eV

> The lowest M belongs to which entry?

C5H8O

> max |F| of number 4 (C32H38BrF4NNiPSi3)?

1.7 eV/A